50
Properties=species:S:1:pos:R:3:forces:R:3 method="wB97M-V/def2-TZVPD" total_charge=+1 mol_weight_g_mol=385.4 gap_ev="4.72 / 4.31"
O 0.356 -0.143 -3.278 -0.87 2.75 1.64
H 0.224 0.830 -3.515 0.23 -1.93 -0.26
Al -0.090 -0.028 -1.305 2.31 -2.77 -0.64
N 0.234 1.462 0.341 -1.77 -2.19 2.54
N 1.828 0.620 -1.451 0.93 -3.57 -1.74
N -0.895 -1.257 0.490 -0.04 -3.15 0.04
N 0.469 -1.948 -1.369 -1.53 -2.90 0.87
O -0.392 1.588 1.471 2.09 0.71 -3.55
O -1.221 -0.849 1.723 -0.75 1.84 0.07
O 1.511 -2.303 -2.141 0.24 0.64 -0.29
O 2.695 -0.004 -2.118 -1.38 2.25 1.81
C 2.099 1.847 -1.000 -0.34 2.86 1.85
C 1.178 2.345 -0.029 1.65 0.87 -0.77
C -1.123 -2.544 0.220 -0.01 3.30 0.89
C -0.266 -2.950 -0.870 1.76 1.22 -2.05
C 1.258 3.665 0.635 0.32 0.43 -0.18
H 1.781 3.598 1.594 -0.11 -0.08 0.02
H 0.265 4.084 0.807 0.00 -0.16 0.06
H 1.812 4.359 0.008 0.01 0.07 0.03
C 3.300 2.550 -1.479 0.22 0.47 0.18
H 3.136 2.929 -2.490 -0.05 -0.07 -0.13
H 4.146 1.868 -1.526 -0.01 -0.09 -0.02
H 3.553 3.399 -0.850 -0.02 -0.05 0.02
C -2.004 -3.462 1.003 0.10 0.12 0.08
C -0.131 -4.397 -1.287 0.25 -0.10 -0.12
H -2.676 -2.857 1.628 0.26 -0.35 -0.12
H -1.393 -4.127 1.635 -0.31 0.14 -0.08
H -2.601 -4.088 0.320 0.26 0.21 0.25
H 0.589 -4.484 -2.121 -0.40 0.05 0.50
H -1.110 -4.807 -1.624 0.57 0.42 0.28
H 0.217 -5.043 -0.447 -0.21 0.51 -0.48
H -0.968 0.165 1.703 -0.71 -1.79 0.09
H 1.945 -1.404 -2.292 -0.20 -1.39 -0.53
C -1.817 0.565 -1.393 -0.64 0.90 -1.47
H -1.857 1.544 -0.940 -0.92 0.27 -0.19
H -2.459 -0.196 -0.995 -0.61 0.04 0.10
H -1.742 0.547 -2.504 -1.16 0.47 0.59
O -2.413 3.834 1.008 0.69 -1.15 0.37
H -3.284 3.789 1.424 0.22 -0.01 -0.10
H -1.938 3.011 1.299 -0.87 1.16 -0.24
C 1.804 -2.871 2.219 -0.16 0.09 0.12
S 2.328 -1.174 1.969 0.82 -0.40 0.54
C 1.351 -0.440 3.282 -0.22 -0.06 -0.01
O 1.780 -0.765 0.648 -0.12 0.51 -0.22
H 0.711 -2.898 2.326 0.32 -0.10 0.00
H 2.312 -3.221 3.125 -0.21 -0.12 -0.21
H 2.130 -3.439 1.340 -0.01 0.11 0.25
H 1.503 0.645 3.255 0.02 -0.28 0.09
H 0.295 -0.696 3.117 0.51 0.08 0.32
H 1.732 -0.860 4.221 -0.12 0.20 -0.16

---

11
Properties=species:S:1:pos:R:3:forces:R:3 method="wB97M-V/def2-TZVPD" smiles=NCCO mol_weight_g_mol=61.1 gap_ev=10.67
N -0.335 1.554 -0.590 0.14 0.19 -0.22
C -0.099 0.485 0.368 -0.41 0.32 0.49
C 0.085 -0.884 -0.224 0.69 -1.01 0.41
O 0.528 -1.844 0.765 -0.21 0.57 -0.21
H -0.798 1.201 -1.410 -0.48 -0.15 -0.14
H 0.523 1.940 -0.957 0.27 0.00 0.23
H 0.758 0.729 0.992 0.24 0.08 -0.11
H -0.948 0.460 1.066 0.00 -0.07 -0.10
H -0.839 -1.272 -0.653 -0.09 0.19 -0.27
H 0.878 -0.870 -0.974 -0.15 0.05 -0.18
H 0.247 -1.499 1.618 -0.01 -0.19 0.11

---

28
Properties=species:S:1:pos:R:3:forces:R:3 method="wB97M-V/def2-TZVPD" multiplicity=3 mol_weight_g_mol=197.3 gap_ev="7.70 / 7.30"
C -0.398 -1.882 3.451 -0.06 -0.06 0.02
C -0.466 -2.462 2.192 -0.08 0.01 0.08
C 0.504 -0.862 3.703 0.05 0.07 -0.03
C 0.359 -2.016 1.176 -0.01 -0.10 -0.03
C 1.336 -0.410 2.691 0.03 0.06 0.08
C 1.258 -1.001 1.446 0.24 -0.06 -0.30
C -0.617 1.456 -2.684 0.09 -0.14 0.18
C -1.715 0.321 -0.708 0.29 0.01 -0.09
C -0.384 0.679 -1.381 -0.81 -0.02 -0.65
N 2.108 -1.348 -1.012 -0.35 -0.78 -0.04
N 3.618 0.236 0.392 0.78 -0.30 0.20
N 0.409 1.400 -0.445 -0.65 0.69 0.12
S 2.203 -0.286 0.089 0.75 -0.58 0.33
H -1.057 -2.223 4.235 -0.03 -0.04 0.07
H -1.175 -3.256 2.003 -0.02 -0.05 -0.03
H 0.553 -0.409 4.682 0.02 0.03 0.07
H 0.327 -2.437 0.185 -0.03 -0.10 -0.08
H 2.034 0.394 2.868 0.08 0.10 0.05
H -1.078 2.418 -2.461 -0.06 0.04 -0.05
H 0.328 1.634 -3.197 0.02 0.01 -0.06
H -1.274 0.897 -3.348 -0.03 0.02 -0.08
H -2.277 1.231 -0.509 -0.11 0.07 0.02
H -1.525 -0.178 0.238 -0.05 -0.08 0.11
H -2.306 -0.330 -1.347 -0.09 -0.07 -0.05
H 0.134 -0.270 -1.648 -0.14 0.46 0.26
H 2.778 -1.253 -1.760 0.26 0.29 -0.03
H 3.660 0.972 1.078 -0.18 0.32 0.20
H 1.066 2.005 -0.933 0.09 0.18 -0.27

---

41
Properties=species:S:1:pos:R:3:forces:R:3 method="wB97M-V/def2-TZVPD" mol_weight_g_mol=324.4 gap_ev=4.07
C 5.417 0.910 2.089 -0.40 -0.23 -0.23
C 4.246 1.068 2.843 -0.02 -0.13 -0.13
C 3.054 0.480 2.422 -0.08 -0.26 -0.52
C 3.001 -0.272 1.221 1.39 0.55 0.62
C 1.755 -0.809 0.725 -0.64 -0.62 -0.99
O 1.919 -1.569 -0.392 -1.00 0.43 0.66
C 0.832 -2.169 -0.997 0.21 0.08 0.50
C -0.465 -2.009 -0.463 0.56 -0.44 -1.16
C -1.507 -2.766 -1.066 0.12 0.09 0.04
C -1.240 -3.590 -2.146 -0.27 0.16 0.26
C 0.062 -3.688 -2.672 0.31 0.32 0.31
C 1.113 -2.992 -2.084 -0.21 -0.19 -0.27
C -0.621 -1.148 0.637 0.07 -0.92 1.08
C 0.487 -0.595 1.254 0.53 0.27 -0.32
C 4.202 -0.459 0.499 -0.22 0.13 0.13
C 5.386 0.138 0.919 -0.09 0.09 0.27
H 6.347 1.382 2.409 -0.28 -0.13 -0.07
H 4.263 1.656 3.762 -0.02 -0.21 -0.28
H 2.139 0.583 3.005 0.39 0.15 -0.04
H -2.507 -2.677 -0.634 0.27 0.02 -0.28
H -2.046 -4.173 -2.596 0.25 0.23 0.14
H 0.255 -4.320 -3.539 -0.06 0.14 0.27
H 2.140 -3.084 -2.436 -0.28 0.04 0.05
H -1.603 -1.021 1.070 0.00 0.19 -0.07
H 0.385 0.029 2.139 -0.10 -0.18 -0.31
H 4.202 -1.067 -0.404 -0.02 0.22 0.20
H 6.291 0.000 0.326 -0.24 0.04 0.20
C -3.652 3.882 -1.502 -0.33 -0.22 0.36
C -4.538 3.339 -0.562 0.14 0.00 -0.07
C -4.158 2.178 0.121 1.61 -1.23 0.00
C -2.862 1.546 -0.152 -1.75 0.75 0.46
C -2.002 2.114 -1.094 -0.15 0.14 -0.03
C -2.406 3.281 -1.762 0.27 -0.50 0.23
N -2.768 0.437 0.652 -0.31 -0.23 0.34
C -3.935 0.403 1.370 -0.08 2.49 -1.88
N -4.789 1.429 1.078 0.17 -1.12 0.75
H -3.931 4.788 -2.044 0.08 -0.26 0.15
H -5.512 3.776 -0.335 0.30 0.04 -0.20
H -1.046 1.620 -1.268 0.00 0.28 -0.23
H -1.741 3.732 -2.501 -0.18 -0.12 0.20
H -4.167 -0.364 2.105 0.07 0.16 -0.16

---

78
Properties=species:S:1:pos:R:3:forces:R:3 method="wB97M-V/def2-TZVPD" smiles=CC(C)O.CC(C)O.CC(C)O.CC(C)O.CO.CO.CO.CO.CO mol_weight_g_mol=400.6 gap_ev=9.91
C -16.705 0.190 -9.757 -1.12 0.21 -0.02
C -16.168 -0.829 -8.778 -1.30 1.29 0.89
C -15.212 -0.095 -7.831 -0.86 -0.76 0.89
O -17.269 -1.395 -8.039 0.72 -0.02 -0.15
H -15.914 0.521 -10.377 0.87 0.26 -0.97
H -17.042 1.100 -9.241 -0.21 -0.37 0.05
H -17.531 -0.197 -10.391 0.49 0.13 0.38
H -15.709 -1.612 -9.346 0.72 -0.51 -0.18
H -14.882 -0.745 -7.006 0.45 -0.07 -0.59
H -15.738 0.702 -7.258 0.16 -0.20 -0.87
H -14.407 0.301 -8.442 0.32 0.14 0.36
H -17.777 -1.877 -8.709 -0.40 0.01 0.26
C -18.730 -5.525 -9.370 2.06 0.55 1.42
C -17.863 -4.297 -9.756 0.46 -0.52 -1.22
C -17.100 -4.472 -11.128 0.95 0.58 1.36
O -18.670 -3.128 -9.866 -0.88 -0.50 -0.07
H -19.451 -5.766 -10.094 -1.26 -0.02 -0.99
H -19.130 -5.446 -8.350 -0.30 0.43 -0.42
H -18.106 -6.408 -9.289 0.43 -0.19 -0.22
H -17.131 -4.056 -8.985 -0.03 -0.35 0.05
H -17.759 -4.735 -11.959 0.11 -0.08 0.17
H -16.277 -5.198 -10.973 -0.64 -0.09 -0.32
H -16.541 -3.524 -11.372 -0.88 -0.68 0.19
H -19.531 -3.507 -10.103 -0.01 0.84 0.07
C -15.051 -8.358 -5.838 -1.32 -1.05 -0.30
C -14.440 -7.127 -5.242 -0.24 0.11 0.85
C -13.019 -6.994 -5.656 1.54 -0.39 0.95
O -15.128 -5.971 -5.630 -1.12 0.72 0.41
H -15.108 -8.362 -6.947 0.40 0.13 0.54
H -16.093 -8.458 -5.502 0.13 0.19 -0.07
H -14.579 -9.281 -5.481 0.24 0.23 -0.22
H -14.613 -7.152 -4.132 0.68 -0.18 -0.82
H -12.497 -7.928 -5.532 0.16 -0.66 0.09
H -12.400 -6.301 -5.082 -0.46 0.38 -0.02
H -12.926 -6.773 -6.699 -0.16 0.37 -0.77
H -14.846 -5.644 -6.488 0.15 -0.09 -0.54
C -14.930 -6.622 0.235 0.16 0.80 0.12
C -14.830 -5.826 -1.068 1.31 -0.42 0.05
C -15.093 -4.359 -0.912 -0.27 0.45 0.99
O -13.566 -6.061 -1.736 -0.49 -0.02 0.28
H -14.880 -7.692 0.062 -0.08 -0.07 -0.03
H -15.862 -6.342 0.737 0.02 -0.33 -0.04
H -14.122 -6.342 0.933 -0.14 -0.07 -0.29
H -15.549 -6.196 -1.765 -0.62 -0.44 -0.50
H -15.133 -3.863 -1.873 -0.09 0.09 -0.20
H -14.360 -3.818 -0.281 -0.21 -0.44 -0.22
H -16.069 -4.299 -0.407 0.14 0.44 -0.24
H -12.887 -5.857 -1.089 0.25 0.03 -0.01
C -14.533 -3.844 -8.682 -0.03 1.07 1.07
O -14.744 -5.210 -8.404 -0.43 -0.41 -0.03
H -15.281 -3.363 -8.032 0.29 0.30 -0.47
H -13.544 -3.543 -8.277 -0.37 0.08 -0.61
H -14.685 -3.540 -9.744 0.19 -0.43 0.71
H -14.263 -5.720 -9.038 0.47 -0.65 -0.47
C -18.581 -6.594 -5.768 -0.94 0.09 0.97
O -18.440 -5.187 -5.722 -1.37 -0.18 0.12
H -19.660 -6.752 -5.979 0.68 -0.29 -0.01
H -17.955 -7.060 -6.521 0.06 -0.09 -0.11
H -18.369 -7.019 -4.758 0.01 0.03 -0.71
H -17.570 -4.925 -5.954 1.64 0.35 -0.24
C -12.471 -2.302 -3.693 1.14 -0.23 -1.54
O -13.066 -2.081 -4.976 -0.82 -0.46 0.28
H -13.194 -2.554 -2.948 -0.39 -0.34 0.54
H -11.670 -3.087 -3.806 -0.80 0.58 0.46
H -12.001 -1.361 -3.439 0.24 0.13 0.36
H -13.925 -2.549 -4.992 0.44 0.22 -0.22
C -20.067 -2.460 -6.149 -0.71 -0.17 0.01
O -20.774 -3.304 -5.212 0.88 -0.10 -0.22
H -20.144 -1.444 -5.733 0.30 -0.19 -0.47
H -19.014 -2.751 -6.337 -0.64 0.18 0.34
H -20.609 -2.534 -7.107 0.29 0.34 0.18
H -20.193 -4.059 -5.058 -0.09 -0.03 -0.03
C -16.859 -2.709 -4.542 -0.88 -0.15 -1.29
O -15.936 -3.532 -5.234 0.88 0.08 0.08
H -17.825 -3.224 -4.550 -0.01 0.29 0.46
H -16.578 -2.417 -3.559 0.46 -0.03 1.01
H -16.975 -1.792 -5.129 0.07 -0.19 -0.01
H -15.645 -4.330 -4.751 -0.41 0.33 -0.23

---

Listing maximum force for the structures above in their given order: 4.2; 1.3; 1.0; 3.1; 2.6 eV Å⁻¹.